[1]
Computed, not measured: C52H53AlF3O13 as an isolated structure, with ωB97M-V with the def2-TZVPD basis set.

Last column: Löwdin charge in e.
CARTESIAN COORDINATES (ANGSTROEM)
1 C 1.67 2.20 -5.42  -0.1617
2 C 1.79 0.92 -4.35  -0.2560
3 C 1.78 -0.54 -5.15  -0.2010
4 C 3.15 -1.43 -4.78  -0.2253
5 C 2.80 -3.03 -4.64  -0.2215
6 C 2.23 -3.27 -3.12  -0.2289
7 C 2.63 -4.72 -2.46  -0.2312
8 C 2.43 -4.60 -0.82  -0.2709
9 C 0.82 -4.51 -0.46  -0.2832
10 Al 0.45 -3.57 1.37  0.2386
11 C -1.54 -3.15 1.67  -0.2693
12 C -2.45 -3.12 0.30  -0.1934
13 C -4.04 -3.53 0.59  -0.0449
14 F -4.49 -4.20 1.84  -0.0644
15 C -5.01 -3.14 -0.49  -0.0491
16 F -5.10 -4.05 -1.68  -0.0622
17 F -5.83 -1.88 -0.43  -0.0571
18 C 1.69 -1.99 1.71  -0.2140
19 C 1.22 -0.63 0.65  -0.1826
20 C 0.59 -1.11 -0.89  -0.0409
21 O -0.30 -0.49 0.35  -0.2787
22 H 0.58 2.24 -5.84  0.0731
23 H 2.50 2.09 -6.24  0.0746
24 H 1.85 3.20 -4.83  0.0702
25 H 0.88 1.00 -3.62  0.0907
26 H 2.78 1.03 -3.71  0.1025
27 H 0.86 -1.21 -4.87  0.1033
28 H 1.85 -0.32 -6.30  0.0997
29 H 3.62 -0.98 -3.79  0.0987
30 H 3.92 -1.27 -5.66  0.0988
31 H 1.89 -3.23 -5.39  0.1113
32 H 3.69 -3.75 -4.90  0.1050
33 H 1.05 -3.09 -3.16  0.1104
34 H 2.65 -2.43 -2.40  0.1067
35 H 3.76 -5.04 -2.67  0.1042
36 H 1.98 -5.62 -2.90  0.1080
37 H 2.95 -5.55 -0.36  0.0831
38 H 3.06 -3.67 -0.47  0.0906
39 H 0.20 -4.06 -1.34  0.0208
40 H 0.45 -5.64 -0.34  0.0493
41 H 0.83 -4.69 2.47  -0.0763
42 H -1.64 -2.12 2.27  0.0679
43 H -1.99 -3.99 2.38  0.0555
44 H -2.49 -2.00 -0.09  0.1160
45 H -2.02 -3.82 -0.55  0.1099
46 H 1.46 -1.51 2.77  0.0542
47 H 2.83 -2.16 1.50  0.0410
48 H 1.94 0.40 0.69  0.1246
49 H -0.22 -1.95 -0.96  0.0742
50 H 0.64 -0.38 -1.80  0.0674
51 C 4.02 4.08 2.44  0.0252
52 C 3.55 2.85 2.18  0.0454
53 C 4.47 1.71 2.00  -0.3608
54 O 4.04 0.58 1.76  0.1062
55 C 5.92 1.97 2.12  0.0274
56 C 6.38 3.19 2.38  0.0171
57 C 5.47 4.34 2.56  -0.3716
58 O 5.89 5.46 2.80  0.0681
59 H 3.36 4.93 2.57  0.0938
60 H 2.49 2.64 2.09  0.0874
61 H 6.57 1.11 1.98  0.1228
62 H 7.44 3.40 2.47  0.1179
63 C 2.92 10.28 2.06  0.0223
64 C 2.46 9.05 1.80  0.0231
65 C 3.37 7.90 1.62  -0.3615
66 O 2.94 6.78 1.38  0.0815
67 C 4.82 8.17 1.74  0.0287
68 C 5.29 9.39 2.00  0.0283
69 C 4.37 10.54 2.18  -0.3854
70 O 4.80 11.66 2.42  0.0955
71 H 2.27 11.13 2.19  0.1220
72 H 1.40 8.84 1.70  0.1176
73 H 5.48 7.31 1.60  0.1008
74 H 6.34 9.60 2.09  0.1238
75 C 3.21 -11.04 -0.07  0.0119
76 C 3.29 -9.86 0.56  0.0231
77 C 2.54 -8.68 0.08  -0.3677
78 O 2.61 -7.60 0.65  0.1032
79 C 1.69 -8.86 -1.12  0.0341
80 C 1.61 -10.04 -1.75  0.0168
81 C 2.36 -11.21 -1.27  -0.3934
82 O 2.29 -12.29 -1.84  0.0816
83 H 3.75 -11.91 0.27  0.1171
84 H 3.90 -9.72 1.44  0.1216
85 H 1.15 -7.99 -1.46  0.1173
86 H 1.00 -10.18 -2.63  0.1201
87 C -6.75 -7.60 -5.80  0.0167
88 C -7.61 -8.18 -4.97  0.0155
89 C -7.93 -7.59 -3.66  -0.3862
90 O -8.73 -8.13 -2.89  0.0927
91 C -7.26 -6.33 -3.29  0.0264
92 C -6.39 -5.75 -4.12  0.0241
93 C -6.07 -6.33 -5.44  -0.3820
94 O -5.28 -5.80 -6.20  0.0993
95 H -6.50 -8.02 -6.77  0.1191
96 H -8.12 -9.11 -5.22  0.1188
97 H -7.50 -5.91 -2.33  0.1239
98 H -5.88 -4.82 -3.87  0.1100
99 C -1.07 5.62 2.77  0.0220
100 C -0.24 4.76 2.17  0.0331
101 C -0.33 3.31 2.43  -0.3552
102 O 0.42 2.52 1.88  0.0958
103 C -1.37 2.85 3.38  0.0424
104 C -2.19 3.71 3.98  0.0259
105 C -2.10 5.16 3.72  -0.3732
106 O -2.86 5.95 4.27  0.0770
107 H -1.01 6.69 2.60  0.1160
108 H 0.52 5.08 1.48  0.1169
109 H -1.42 1.78 3.55  0.1319
110 H -2.96 3.39 4.67  0.1240
111 C -6.88 10.52 5.25  0.0159
112 C -7.34 9.30 4.99  0.0187
113 C -6.43 8.15 4.81  -0.3778
114 O -6.86 7.03 4.57  0.1061
115 C -4.98 8.41 4.93  0.0302
116 C -4.52 9.64 5.19  0.0222
117 C -5.43 10.78 5.37  -0.3901
118 O -5.00 11.91 5.61  0.0889
119 H -7.53 11.37 5.39  0.1194
120 H -8.40 9.09 4.90  0.1207
121 H -4.33 7.56 4.80  0.0904
122 H -3.46 9.85 5.28  0.1215

As for the LUMO energy: -0.0243 hartree. The net charge is -1.

=====

[2]
Computed, not measured: C52H54BaN8OP2S as an isolated structure, with ωB97M-V with the def2-TZVPD basis set.

Last column: Löwdin charge in e.
CARTESIAN COORDINATES (ANGSTROEM)
1 Ba 23.32 12.56 12.26  1.4891
2 C 10.66 7.61 7.61  -0.0908
3 O 11.92 7.41 7.00  -0.0868
4 C 13.04 7.97 7.54  -0.2708
5 C 14.32 7.66 7.03  -0.0276
6 C 15.47 8.13 7.57  -0.0506
7 C 15.46 8.96 8.69  -0.1352
8 C 14.20 9.36 9.16  -0.0170
9 C 13.03 8.86 8.61  -0.0257
10 C 16.70 9.47 9.33  -0.2858
11 N 16.69 10.28 10.36  0.1789
12 C 17.98 10.39 10.79  -0.1552
13 C 18.79 9.60 9.99  -0.1441
14 N 17.95 9.00 9.07  0.1809
15 C 20.18 9.41 10.15  -0.0935
16 C 20.97 8.64 9.33  -0.0318
17 C 22.35 8.56 9.57  -0.0669
18 C 22.87 9.31 10.62  -0.1816
19 N 22.12 10.08 11.42  -0.0045
20 C 20.79 10.12 11.28  -0.1701
21 C 19.96 10.95 12.11  -0.0846
22 N 20.52 11.66 13.26  -0.1451
23 C 19.83 12.77 13.73  -0.1295
24 C 18.57 13.07 13.37  -0.0920
25 C 17.85 12.21 12.46  -0.0507
26 C 18.58 11.20 11.87  -0.1088
27 H 9.99 6.89 7.19  0.0831
28 H 10.29 8.62 7.45  0.0943
29 H 10.70 7.43 8.69  0.0898
30 H 14.35 7.00 6.17  0.1139
31 H 16.40 7.80 7.10  0.1123
32 H 14.22 10.00 10.03  0.1109
33 H 12.10 9.10 9.09  0.0901
34 H 18.31 8.38 8.39  0.1378
35 H 20.54 8.14 8.47  0.0991
36 H 23.04 7.97 8.92  0.1122
37 H 23.93 9.34 10.78  -0.0217
38 H 20.39 13.41 14.38  0.0617
39 H 18.04 13.94 13.68  0.0894
40 H 16.87 12.51 12.16  0.0843
41 C 26.42 12.11 15.62  -0.2799
42 P 26.00 13.39 14.38  0.9414
43 C 25.69 14.88 15.45  -0.4528
44 N 26.74 15.27 16.20  0.0757
45 C 26.59 16.38 16.95  -0.2563
46 C 27.62 16.75 17.82  -0.0498
47 C 27.51 17.92 18.55  -0.1566
48 C 26.42 18.76 18.42  -0.1419
49 C 25.40 18.37 17.55  -0.0671
50 C 25.44 17.19 16.83  -0.2460
51 N 24.38 16.80 16.04  0.0823
52 C 24.53 15.63 15.40  -0.4891
53 P 23.06 15.06 14.50  0.9131
54 C 21.91 14.87 15.90  -0.2859
55 C 22.45 16.54 13.54  -0.6796
56 C 21.69 17.61 14.36  -0.1022
57 C 23.67 17.17 12.80  -0.0840
58 C 21.41 15.90 12.55  -0.1295
59 C 27.66 13.76 13.55  -0.7059
60 C 28.93 13.57 14.36  -0.1016
61 C 27.62 12.78 12.35  -0.1373
62 C 27.63 15.23 13.04  -0.0902
63 H 27.06 12.53 16.40  0.0330
64 H 26.92 11.22 15.18  0.0458
65 H 25.50 11.79 16.10  0.0189
66 H 28.47 16.09 17.90  0.0933
67 H 28.33 18.24 19.17  0.0774
68 H 26.39 19.71 18.94  0.0801
69 H 24.50 19.01 17.44  0.1014
70 H 22.02 15.58 16.71  0.0415
71 H 22.01 13.86 16.32  0.0408
72 H 20.90 14.94 15.51  0.0102
73 H 22.35 18.19 15.03  0.0677
74 H 20.93 17.12 14.98  0.0580
75 H 21.21 18.26 13.64  0.0670
76 H 24.24 17.75 13.48  0.0523
77 H 23.30 17.86 12.01  0.0888
78 H 24.29 16.44 12.30  0.0575
79 H 20.59 15.38 13.04  0.0557
80 H 21.91 15.21 11.85  0.0145
81 H 20.96 16.60 11.88  0.0689
82 H 28.97 12.57 14.81  0.0716
83 H 29.05 14.33 15.10  0.0512
84 H 29.79 13.66 13.67  0.0855
85 H 27.65 11.73 12.68  0.0463
86 H 28.46 12.92 11.67  0.0784
87 H 26.72 12.99 11.78  0.0319
88 H 27.83 15.84 13.91  0.0566
89 H 26.65 15.57 12.64  0.0729
90 H 28.41 15.35 12.31  0.0717
91 N 24.96 11.75 9.90  0.0054
92 C 25.33 12.79 9.00  -0.2587
93 C 26.66 13.05 8.76  -0.0562
94 C 27.07 14.11 7.99  -0.1176
95 C 26.14 14.96 7.41  -0.1098
96 C 24.79 14.70 7.63  -0.0446
97 C 24.35 13.63 8.40  -0.1585
98 C 22.90 13.41 8.62  -0.2838
99 C 22.14 13.07 7.49  -0.0680
100 C 20.77 12.99 7.62  -0.1324
101 C 20.15 13.24 8.83  -0.1186
102 C 20.94 13.48 9.94  -0.1951
103 C 22.34 13.62 9.88  -0.2542
104 H 25.72 11.14 10.22  -0.0099
105 H 24.21 11.15 9.53  0.0708
106 H 27.38 12.36 9.20  0.1122
107 H 28.13 14.33 7.87  0.0946
108 H 26.46 15.83 6.81  0.0929
109 H 23.99 15.33 7.27  0.1098
110 H 22.62 12.88 6.52  0.1092
111 H 20.18 12.76 6.76  0.0782
112 H 19.07 13.20 8.89  0.0916
113 H 20.37 13.67 10.85  0.0671
114 C 21.66 11.19 14.07  -0.2800
115 H 21.39 11.36 15.11  0.0098
116 H 21.79 10.13 13.88  0.0075
117 S 26.27 8.93 11.34  0.4146
118 C 27.64 9.14 12.28  -1.0075
119 N 28.63 9.30 12.87  -0.0222

As for the LUMO energy (alpha / beta): 0.1049 / 0.1050 hartree. The net charge is -2.

=====

It is found that the energy above the lowest of the compared OMol25 structures with the same formula, charge and spin values, taken in the order of the records, are 230.32 0.00 kcal per mole.
It is found that the total energy values, taken in the order of the records, are -96129.3854 -98876.9713 eV.